1.
Molecular formula: C12H36CoFO20P4S
Method: DFT, wB97M-V/def2-TZVPD

The geometry in XYZ format:
```
75
C12H36CoFO20P4S (wB97M-V/def2-TZVPD)
Co 0.111 -0.059 -0.678
S 2.110 -1.759 -2.451
O 1.749 -0.990 -1.211
O 0.886 -2.454 -2.882
O 2.571 -0.832 -3.482
O 3.134 -2.706 -2.066
F -0.462 0.608 -2.444
C -2.347 0.827 2.964
O -2.932 1.872 2.192
P -2.702 1.869 0.597
O -1.631 0.924 0.232
O -4.106 1.497 0.009
C -4.590 1.834 -1.285
O -2.590 3.417 0.281
C -1.919 4.425 0.996
H -3.102 0.168 3.406
H -1.884 1.305 3.828
H -1.649 0.148 2.477
H -5.549 2.334 -1.164
H -4.789 0.930 -1.864
H -3.894 2.396 -1.906
H -2.482 4.706 1.896
H -1.889 5.354 0.431
H -0.955 4.098 1.386
C 2.017 5.667 -0.360
O 1.667 4.279 -0.019
P 1.816 3.145 -1.100
O 1.417 1.808 -0.668
O 1.008 3.648 -2.426
C -0.380 3.841 -2.309
O 3.336 3.242 -1.598
C 3.736 2.256 -2.611
H 1.134 6.014 -0.892
H 2.932 5.767 -0.931
H 2.037 6.106 0.633
H -0.916 3.091 -1.717
H -0.881 3.878 -3.272
H -0.560 4.761 -1.728
H 3.618 2.676 -3.606
H 3.109 1.368 -2.489
H 4.765 2.013 -2.359
C -1.527 -4.670 2.242
O -1.490 -3.374 1.670
P -1.677 -3.015 0.139
O -0.920 -1.852 -0.322
O -3.253 -2.928 -0.176
C -3.677 -2.027 -1.182
O -1.196 -4.391 -0.500
C -0.916 -4.554 -1.904
H -0.511 -4.992 2.459
H -1.961 -5.402 1.556
H -2.201 -4.689 3.098
H -3.000 -1.994 -2.041
H -3.852 -1.007 -0.845
H -4.607 -2.410 -1.613
H -1.011 -3.563 -2.361
H -1.677 -5.201 -2.342
H 0.098 -4.882 -2.109
C 1.965 -3.353 0.312
O 1.688 -2.905 1.681
P 1.800 -1.363 2.080
O 0.975 -0.437 1.298
O 3.371 -1.038 2.107
C 3.972 -0.510 0.895
O 1.407 -1.362 3.649
C 2.038 -2.333 4.489
H 2.567 -2.585 -0.164
H 1.114 -3.611 -0.313
H 2.533 -4.270 0.488
H 4.323 0.511 1.047
H 3.211 -0.449 0.109
H 4.785 -1.168 0.602
H 2.043 -3.302 3.995
H 1.568 -2.329 5.471
H 3.070 -2.019 4.676
```

The value obtained for the total energy is -5230.34683 Ha. The expectation value of S² is 3.755. As for the orbital gap (spin up / spin down): 5.9 / 5.9 eV. As for the HOMO energy (spin up / spin down): -3.64 / -3.64 eV. As for the total charge: -1. Its spin multiplicity is 4. For the energy above the lowest of the compared OMol25 structures with the same formula, charge and spin, the calculation gives 0.0 kcal/mol.

Results of the Löwdin charge analysis, in e, for atoms 1 through 4:
1 Co 0.684
2 S 0.229
3 O -0.491
4 O -0.390

=====

2.
Molecular formula: C12H36FO6
Method: DFT, wB97M-V/def2-TZVPD

The geometry in XYZ format:
```
55
C12H36FO6 (wB97M-V/def2-TZVPD)
F 149.549 119.061 55.422
C 152.386 122.735 55.465
C 151.901 121.366 55.640
O 150.634 121.248 56.132
H 152.485 123.373 56.454
H 151.676 123.214 54.821
H 153.372 122.829 55.100
H 152.597 120.851 56.281
H 151.785 120.704 54.837
H 150.427 120.437 55.779
C 152.254 115.755 53.777
C 151.659 116.709 54.776
O 151.717 118.044 54.229
H 151.834 115.819 52.856
H 151.978 114.716 54.243
H 153.167 115.848 53.858
H 152.000 116.428 55.655
H 150.561 116.492 54.945
H 150.817 118.630 54.409
C 145.714 115.995 55.278
C 146.591 117.201 54.857
O 148.007 116.940 55.235
H 145.805 115.618 56.268
H 145.801 115.097 54.391
H 144.677 116.480 55.341
H 146.217 117.956 55.460
H 146.401 117.706 53.806
H 148.475 117.733 55.111
C 146.108 122.546 56.492
C 147.343 121.848 56.073
O 147.354 120.498 56.483
H 146.369 123.725 56.456
H 145.915 122.469 57.530
H 145.350 122.267 55.715
H 148.209 122.398 56.443
H 147.419 121.856 54.869
H 148.150 119.980 56.006
C 151.036 118.309 59.712
C 150.949 118.792 58.257
O 150.349 117.772 57.479
H 150.057 118.377 59.962
H 151.558 119.117 60.247
H 151.506 117.388 59.705
H 151.853 119.195 57.759
H 150.184 119.513 58.179
H 150.093 118.221 56.684
C 149.056 120.783 51.099
C 149.549 120.612 52.564
O 148.501 119.941 53.191
H 148.088 121.329 51.028
H 148.790 119.823 50.661
H 149.738 121.402 50.496
H 149.753 121.477 53.017
H 150.417 120.056 52.714
H 148.839 119.657 54.025
```

The value obtained for the total energy is -1029.96702 Ha. As for the orbital gap: 9.4 eV. As for the HOMO energy: -6.18 eV. As for the total charge: -1. For the energy above the lowest of the compared OMol25 structures with the same formula, charge and spin, the calculation gives 133.8 kcal/mol.

Results of the Löwdin charge analysis, in e, for atoms 1 through 4:
1 F -0.409
2 C -0.080
3 C -0.383
4 O -0.045

=====

3.
Molecular formula: C12H36FeN2O18
Method: DFT, wB97M-V/def2-TZVPD

The geometry in XYZ format:
```
69
C12H36FeN2O18 (wB97M-V/def2-TZVPD)
Fe -0.560 -2.756 1.502
N -0.148 0.154 0.238
O 0.248 0.667 -0.798
O -0.237 -1.093 0.282
O -0.428 0.823 1.243
N -3.822 -2.829 0.927
O -2.550 -2.727 0.892
O -4.314 -3.950 1.004
O -4.487 -1.807 1.000
C 2.093 -3.152 0.447
C 1.300 -4.223 -0.264
O -0.117 -3.977 -0.122
O 1.570 -3.005 1.797
H 2.042 -2.197 -0.078
H 3.143 -3.447 0.468
H 1.570 -5.199 0.156
H 1.564 -4.287 -1.320
H -0.524 -4.459 -0.849
H 2.347 -2.992 2.361
C 2.690 2.453 1.960
C 3.402 1.310 1.238
O 4.177 1.816 0.169
O 1.681 1.986 2.855
H 2.207 3.079 1.204
H 3.430 2.998 2.540
H 2.672 0.563 0.879
H 4.037 0.724 1.911
H 3.602 1.862 -0.614
H 0.989 1.551 2.339
C 3.307 2.726 -3.298
C 2.677 4.097 -3.421
O 1.265 3.921 -3.588
O 2.761 2.081 -2.158
H 4.372 2.904 -3.128
H 3.201 2.108 -4.192
H 3.098 4.656 -4.262
H 2.881 4.618 -2.482
H 0.855 4.738 -3.287
H 1.814 2.275 -2.180
C -0.741 -3.576 4.212
C -1.249 -2.133 4.255
O -0.848 -1.425 3.073
O -1.053 -4.179 2.957
H -1.175 -4.124 5.050
H 0.336 -3.576 4.418
H -0.741 -1.713 5.126
H -2.333 -2.132 4.367
H -0.925 -0.480 3.245
H -1.104 -5.138 2.995
C -3.192 -0.546 -2.380
C -2.057 -1.543 -2.541
O -0.842 -0.914 -2.924
O -3.801 -0.216 -3.618
H -2.797 0.379 -1.931
H -3.926 -0.911 -1.661
H -2.328 -2.249 -3.332
H -1.945 -2.165 -1.643
H -0.601 -0.348 -2.177
H -3.096 0.138 -4.171
C -2.665 3.328 -0.129
C -1.738 3.597 -1.312
O -0.825 4.634 -1.030
O -1.940 3.201 1.063
H -3.322 2.475 -0.353
H -3.389 4.149 -0.084
H -2.306 3.902 -2.193
H -1.210 2.671 -1.584
H -0.521 4.527 -0.121
H -1.474 2.352 1.057
```

The value obtained for the total energy is -3206.06462 Ha. The expectation value of S² is 6.006. As for the orbital gap (spin up / spin down): 8.1 / 8.1 eV. As for the HOMO energy (spin up / spin down): -8.96 / -8.94 eV. Its spin multiplicity is 5. For the energy above the lowest of the compared OMol25 structures with the same formula, charge and spin, the calculation gives 7.3 kcal/mol.

Results of the Löwdin charge analysis, in e, for atoms 1 through 4:
1 Fe 0.844
2 N -0.490
3 O 0.049
4 O -0.059

=====

4.
Molecular formula: C12H36InO16P4
Method: DFT, wB97M-V/def2-TZVPD

The geometry in XYZ format:
```
69
C12H36InO16P4 (wB97M-V/def2-TZVPD)
In 5.246 4.286 -28.580
C 3.987 9.468 -30.735
O 5.318 9.745 -30.216
P 6.089 8.479 -29.357
O 5.792 7.018 -29.525
O 6.147 8.972 -27.796
C 5.020 8.878 -26.947
O 7.649 8.739 -29.873
C 7.995 8.894 -31.242
H 3.917 8.528 -31.283
H 3.536 10.327 -31.231
H 3.372 9.162 -29.889
H 4.885 7.916 -26.451
H 4.163 9.070 -27.592
H 4.971 9.579 -26.114
H 7.815 9.915 -31.580
H 7.361 8.268 -31.870
H 9.008 8.536 -31.426
C 9.973 2.267 -30.655
O 10.275 3.210 -29.726
P 9.549 4.604 -29.571
O 8.148 4.551 -29.076
O 9.630 5.310 -31.037
C 10.845 5.799 -31.505
O 10.675 5.543 -28.803
C 10.362 6.934 -28.529
H 9.648 1.361 -30.144
H 10.941 2.149 -31.142
H 9.181 2.536 -31.354
H 11.085 5.519 -32.531
H 11.759 5.608 -30.944
H 10.854 6.885 -31.596
H 10.029 6.892 -27.492
H 9.560 7.435 -29.071
H 11.232 7.591 -28.532
C -0.583 2.704 -29.236
O 0.330 2.335 -30.303
P 1.810 1.845 -29.951
O 2.765 2.844 -29.333
O 1.450 0.475 -29.083
C 2.296 -0.535 -28.700
O 2.299 1.368 -31.382
C 1.552 0.367 -32.128
H -0.744 1.958 -28.457
H -1.509 3.112 -29.641
H -0.050 3.446 -28.642
H 3.346 -0.431 -28.975
H 2.068 -1.478 -29.196
H 2.244 -0.668 -27.620
H 2.269 0.064 -32.891
H 0.663 0.856 -32.526
H 1.258 -0.438 -31.455
C 2.792 4.155 -24.446
O 3.252 2.902 -24.103
P 3.671 1.851 -25.245
O 4.118 2.558 -26.451
O 2.368 0.947 -25.330
C 1.502 0.859 -24.160
O 4.693 0.743 -24.453
C 5.473 -0.271 -25.127
H 3.493 4.717 -25.061
H 2.604 4.859 -23.636
H 1.791 3.976 -24.839
H 1.332 -0.214 -24.082
H 0.555 1.395 -24.100
H 2.011 1.341 -23.325
H 4.916 -1.190 -25.304
H 6.462 -0.395 -24.687
H 5.712 0.214 -26.074
```

The value obtained for the total energy is -3237.82943 Ha. The expectation value of S² is 0.757. As for the orbital gap (spin up / spin down): 8.6 / 3.4 eV. As for the HOMO energy (spin up / spin down): -15.48 / -15.47 eV. As for the total charge: +2. Its spin multiplicity is 2. For the energy above the lowest of the compared OMol25 structures with the same formula, charge and spin, the calculation gives 33.5 kcal/mol.

Results of the Löwdin charge analysis, in e, for atoms 1 through 4:
1 In 1.467
2 C -0.081
3 O -0.217
4 P 0.618

=====

Q: What is the energy above the lowest of the compared OMol25 structures with the same formula, charge and spin in the first record?
A: 0.0 kcal/mol